# 1
{
  "formula": "C37H111NO26",
  "method": "ωB97M-V/def2-TZVPD",
  "fmax_ha_per_bohr": 0.0485,
  "orbital_gap_ev": 9.155,
  "lumo_energy_ev": 0.37,
  "energy_ha": -3486.90215,
  "homo_ev": -8.7817,
  "symbols": ["C", "C", "C", "C", "O", "C", "O", "O", "C", "C", "C", "N", "C", "C", "C", "C", "C", "C", "C", "O", "H", "H", "H", "H", "H", "H", "H", "H", "H", "H", "H", "H", "H", "H", "H", "H", "H", "H", "H", "H", "H", "H", "H", "C", "O", "H", "H", "H", "H", "C", "O", "H", "H", "H", "H", "C", "O", "H", "H", "H", "H", "C", "O", "H", "H", "H", "H", "C", "O", "H", "H", "H", "H", "C", "O", "H", "H", "H", "H", "C", "O", "H", "H", "H", "H", "C", "O", "H", "H", "H", "H", "C", "O", "H", "H", "H", "H", "C", "O", "H", "H", "H", "H", "C", "O", "H", "H", "H", "H", "C", "O", "H", "H", "H", "H", "C", "O", "H", "H", "H", "H", "C", "O", "H", "H", "H", "H", "C", "O", "H", "H", "H", "H", "C", "O", "H", "H", "H", "H", "C", "O", "H", "H", "H", "H", "C", "O", "H", "H", "H", "H", "C", "O", "H", "H", "H", "H", "C", "O", "H", "H", "H", "H", "C", "O", "H", "H", "H", "H", "C", "O", "H", "H", "H", "H"],
  "positions_angstrom": [[8.994686, 2.724462, 1.222500], [7.793816, 1.752794, 1.085775], [7.580477, 1.160497, -0.322827], [6.980606, -0.243694, -0.132885], [6.633609, 1.876998, -1.139790], [6.810384, 3.218950, -1.131842], [7.569853, 3.816538, -1.874934], [6.013354, 3.821803, -0.228681], [5.437013, 5.060091, -0.675113], [4.320740, 5.388447, 0.308697], [3.377722, 4.185866, 0.493436], [2.270342, 4.231517, -0.502096], [1.966881, 2.891219, -1.037228], [1.149482, 2.011991, -0.117529], [1.286168, 1.944779, 1.253989], [0.529817, 1.087786, 2.013847], [-0.377899, 0.253282, 1.430266], [-0.549908, 0.313203, 0.067990], [0.204907, 1.173141, -0.680281], [-0.011897, 1.154948, -2.052969], [8.595010, 3.747261, 1.269708], [9.564901, 2.586191, 2.139706], [9.615708, 2.706551, 0.326062], [6.860954, 2.205906, 1.435855], [7.981173, 0.927615, 1.773617], [8.558898, 1.036667, -0.797918], [7.368876, -0.752778, 0.748617], [7.013016, -0.835311, -1.049840], [5.907000, -0.059745, 0.070426], [6.207718, 5.835216, -0.593426], [5.120760, 5.050874, -1.722180], [4.725188, 5.624262, 1.294120], [3.718045, 6.219580, -0.070262], [3.913944, 3.232259, 0.475360], [2.912682, 4.330198, 1.468267], [2.684577, 4.723890, -1.290467], [2.912838, 2.363479, -1.260981], [1.457492, 3.039902, -1.989977], [2.002709, 2.570488, 1.771831], [0.698372, 1.065023, 3.091369], [-0.976659, -0.457377, 1.985924], [-1.264778, -0.319726, -0.448792], [-0.497898, 1.945621, -2.310053], [2.920434, -1.110494, -0.863663], [3.389882, -0.065126, -0.016319], [3.691815, -1.875190, -0.935350], [2.012671, -1.550783, -0.444467], [2.713121, -0.713144, -1.860598], [2.694276, 0.601186, 0.032282], [-0.467871, -0.465904, 5.875859], [0.628960, 0.064952, 5.131877], [-0.964087, 0.355834, 6.387485], [-1.178018, -0.951648, 5.201152], [-0.105956, -1.186024, 6.615048], [1.055882, -0.672223, 4.686355], [2.141613, -3.349476, 2.077852], [1.807757, -4.065423, 0.888890], [2.260571, -2.297518, 1.826376], [1.340405, -3.457376, 2.813780], [3.079934, -3.730482, 2.490736], [1.709612, -4.988972, 1.134554], [-2.752597, -0.950451, -2.952288], [-3.070785, -1.801615, -1.847220], [-1.824666, -1.291706, -3.403761], [-3.549808, -0.994545, -3.694183], [-2.625166, 0.077714, -2.599692], [-3.895108, -1.473256, -1.471845], [-4.297636, -1.840284, -6.733015], [-3.988313, -0.807348, -5.798229], [-3.422042, -2.471227, -6.860453], [-5.126149, -2.441513, -6.352055], [-4.566863, -1.401047, -7.694477], [-4.777431, -0.264763, -5.705966], [-8.025516, -2.216581, -7.498801], [-7.713821, -1.181785, -6.562054], [-7.150417, -2.848890, -7.623646], [-8.854514, -2.819550, -7.121969], [-8.291364, -1.778003, -8.463147], [-8.499326, -0.636986, -6.468512], [-1.871901, -0.855834, -9.725333], [-2.924337, -1.809675, -9.840391], [-2.245015, -0.007290, -9.157243], [-1.018182, -1.290302, -9.199270], [-1.556434, -0.514024, -10.714487], [-2.584247, -2.554606, -10.342555], [-6.834049, 0.569578, -2.101563], [-6.306468, -0.684178, -1.674632], [-6.560842, 1.321689, -1.365720], [-6.415732, 0.848131, -3.072102], [-7.922827, 0.518117, -2.175320], [-6.555794, -1.337629, -2.334504], [5.220768, -4.655401, -0.525030], [5.702353, -3.611012, 0.314548], [5.990437, -5.421371, -0.587993], [4.311060, -5.092600, -0.106091], [5.012748, -4.273767, -1.528061], [5.013962, -2.940257, 0.360778], [-1.306843, 3.201235, 8.378908], [-2.201750, 2.302900, 7.726451], [-0.340994, 2.713522, 8.495346], [-1.184255, 4.104236, 7.772878], [-1.699698, 3.461200, 9.361799], [-3.044815, 2.761184, 7.637882], [-6.444013, -4.888665, -4.963228], [-6.675136, -5.547692, -6.208199], [-6.485342, -3.814656, -5.126880], [-7.215249, -5.174141, -4.243687], [-5.457774, -5.157865, -4.579489], [-6.630182, -6.492866, -6.034301], [-5.506432, 4.076650, 8.913456], [-5.693293, 3.443156, 7.651929], [-5.536184, 5.154893, 8.773640], [-6.305648, 3.778296, 9.598038], [-4.535569, 3.792966, 9.331985], [-5.662917, 2.491394, 7.803182], [4.017652, 4.739533, 4.526381], [4.331930, 3.904309, 3.414793], [3.032344, 5.168506, 4.358944], [4.001696, 4.155694, 5.449856], [4.749512, 5.546847, 4.616382], [5.203371, 3.529986, 3.571317], [-4.229459, 1.335918, 1.568383], [-3.716909, 0.074945, 1.983784], [-3.983400, 2.069691, 2.331994], [-3.774128, 1.638632, 0.620705], [-5.316001, 1.287544, 1.454228], [-3.939280, -0.564525, 1.301115], [-2.146804, 3.401605, 12.543264], [-2.335975, 2.764234, 11.282574], [-2.178588, 4.477160, 12.387609], [-2.940589, 3.116676, 13.238359], [-1.176780, 3.129250, 12.966531], [-2.305160, 1.815462, 11.432832], [-7.232946, -0.159449, 8.370625], [-6.133397, 0.359039, 7.626246], [-7.725905, 0.670770, 8.870339], [-7.945873, -0.649825, 7.703991], [-6.882691, -0.872475, 9.120949], [-5.703681, -0.379581, 7.187462], [-1.149537, 4.712875, 2.229085], [-0.059671, 5.262473, 1.499329], [-1.652925, 5.523643, 2.752130], [-1.859504, 4.229527, 1.550642], [-0.792396, 3.982343, 2.960631], [0.376688, 4.533722, 1.040608], [-8.367705, -8.562676, -8.051035], [-8.739974, -7.193412, -7.884677], [-9.100941, -9.046260, -8.689761], [-7.382057, -8.627587, -8.523400], [-8.346432, -9.067706, -7.088426], [-8.081288, -6.781430, -7.317147], [3.708396, 1.799105, -3.986822], [4.629051, 0.724815, -4.128472], [2.940604, 1.703416, -4.751107], [3.239990, 1.762484, -2.999782], [4.227227, 2.754607, -4.115033], [5.298491, 0.827305, -3.443554], [-9.684651, -11.849507, -6.338488], [-8.621870, -11.342556, -7.141150], [-10.152402, -11.010927, -5.828037], [-10.429752, -12.348946, -6.962504], [-9.300383, -12.552118, -5.594848], [-8.216036, -12.090659, -7.587591], [10.974217, 2.523013, -3.244377], [10.541998, 1.841705, -2.071972], [11.831186, 1.989830, -3.649672], [10.176312, 2.540218, -3.990671], [11.270497, 3.547132, -3.003326], [9.785608, 2.327302, -1.727575], [10.568033, -1.416017, 2.637456], [9.265967, -1.231990, 2.089674], [11.075928, -0.454685, 2.633624], [10.501910, -1.782324, 3.665331], [11.139066, -2.124566, 2.032700], [8.827774, -2.088448, 2.097006]],
  "forces_ev_per_angstrom": [[-1.2, 0.9, -0.3], [0.4, 0.2, 0.2], [0.4, -1.9, 1.6], [-1.4, 0.8, -0.3], [0.4, 0.8, 0.2], [0.9, 0.7, -0.9], [-0.9, -0.8, 0.9], [-0.2, -0.6, -1.1], [0.6, 1.4, 0.9], [-0.3, -1.1, -0.3], [-1.0, 1.0, 0.4], [0.9, -0.6, -0.2], [0.4, 0.3, 0.3], [0.0, 0.6, -0.7], [0.6, 0.8, 0.4], [0.5, 0.0, 1.4], [-0.7, -0.7, -0.1], [-0.5, -0.6, -0.3], [-0.4, 0.1, -0.9], [0.1, 0.0, -0.2], [0.2, 0.0, 0.0], [0.1, -0.2, -0.2], [0.3, -0.2, 0.3], [0.1, 0.1, -0.1], [0.0, -0.1, -0.3], [-0.2, 0.4, -0.4], [0.3, 0.0, -0.5], [0.3, -0.1, 0.2], [0.3, -0.2, 0.0], [0.0, -0.1, -0.2], [0.0, -0.5, 0.1], [0.1, 0.2, -0.2], [0.2, 0.1, 0.2], [0.0, 0.1, 0.0], [0.2, -0.3, 0.1], [-0.4, 0.1, -0.1], [-0.2, 0.0, 0.1], [-0.1, -0.2, 0.1], [0.0, 0.0, -0.1], [-0.2, 0.0, -0.3], [0.0, 0.2, 0.2], [0.0, 0.0, 0.1], [0.0, 0.0, 0.0], [-0.3, 0.5, 0.2], [0.4, -0.3, 0.0], [0.1, 0.0, 0.0], [0.0, -0.2, -0.2], [0.0, -0.2, -0.1], [0.0, -0.2, 0.1], [0.2, -0.1, -0.2], [0.0, 0.0, 0.1], [0.0, 0.0, 0.0], [-0.1, 0.0, 0.1], [-0.1, 0.0, 0.1], [0.1, 0.0, 0.0], [0.0, -0.4, -0.1], [0.1, 0.2, 0.0], [0.0, 0.0, -0.1], [0.1, 0.1, 0.1], [0.0, 0.1, 0.1], [0.0, 0.0, -0.1], [-0.5, 0.0, 0.3], [0.2, 0.0, 0.2], [0.0, 0.0, 0.1], [0.2, 0.1, 0.0], [0.1, 0.0, -0.2], [-0.1, 0.0, -0.1], [-0.3, 0.3, 0.1], [0.0, 0.0, -0.1], [0.1, 0.1, 0.1], [0.0, -0.1, -0.2], [0.0, -0.2, -0.1], [0.0, 0.0, -0.1], [-0.2, 0.3, 0.1], [0.2, -0.1, 0.1], [0.0, 0.0, 0.1], [0.0, -0.1, -0.1], [0.0, -0.2, -0.1], [0.0, 0.0, 0.0], [0.0, -0.3, -0.1], [0.0, 0.1, 0.0], [-0.1, 0.0, 0.0], [0.1, 0.1, 0.0], [0.1, 0.1, 0.1], [-0.1, 0.0, 0.0], [0.0, -0.2, -0.1], [0.1, 0.1, 0.1], [0.0, -0.1, 0.0], [0.0, 0.1, 0.0], [0.0, 0.1, 0.0], [0.1, -0.1, 0.0], [-0.1, 0.2, 0.1], [0.1, -0.1, 0.0], [0.0, 0.1, 0.0], [0.0, -0.1, -0.1], [0.0, -0.1, 0.0], [0.1, 0.1, 0.1], [-0.4, 0.3, -0.1], [0.0, -0.1, 0.0], [0.0, -0.1, -0.1], [0.2, 0.0, 0.1], [0.2, 0.1, -0.1], [0.0, -0.1, -0.1], [0.0, -0.3, 0.0], [-0.1, 0.0, -0.1], [0.0, 0.0, -0.1], [0.1, 0.1, 0.1], [0.0, 0.1, 0.1], [0.2, 0.0, 0.1], [0.0, -0.4, -0.2], [0.2, 0.2, 0.0], [0.0, 0.0, -0.1], [0.1, 0.1, 0.2], [-0.1, 0.1, 0.2], [-0.1, -0.2, -0.2], [0.2, -0.2, -0.1], [0.0, 0.1, 0.1], [0.0, 0.0, -0.1], [-0.1, 0.1, 0.1], [-0.1, 0.1, 0.1], [0.0, -0.1, -0.1], [0.0, -0.3, -0.1], [0.0, 0.0, 0.1], [0.0, 0.0, 0.0], [0.0, 0.1, 0.0], [0.0, 0.1, 0.0], [0.0, 0.0, 0.0], [0.0, -0.3, -0.1], [-0.1, 0.1, 0.3], [0.0, 0.0, -0.1], [0.0, 0.1, 0.1], [0.0, 0.1, 0.1], [0.0, 0.0, -0.1], [0.2, -0.1, -0.2], [-0.1, 0.1, 0.2], [0.0, 0.0, 0.0], [-0.1, 0.0, 0.1], [-0.1, 0.0, 0.1], [0.1, 0.1, -0.1], [0.3, -0.1, -0.2], [-0.2, 0.0, 0.2], [0.0, 0.0, 0.0], [-0.1, 0.0, 0.1], [-0.2, 0.0, 0.1], [0.2, 0.2, -0.2], [0.1, 0.6, 0.2], [-0.1, -0.2, -0.1], [0.0, 0.0, 0.0], [0.0, -0.2, 0.0], [0.0, -0.1, -0.1], [-0.2, 0.3, -0.1], [0.4, -0.2, 0.3], [-0.1, 0.0, -0.1], [0.0, -0.1, 0.0], [-0.1, 0.1, -0.3], [-0.2, 0.1, 0.0], [0.0, 0.0, 0.0], [0.2, -0.1, -0.2], [-0.1, -0.2, 0.1], [0.0, 0.0, 0.0], [-0.1, 0.0, 0.1], [-0.1, 0.0, 0.1], [0.0, 0.0, 0.0], [-0.2, 0.0, 0.2], [0.1, 0.0, 0.0], [0.0, 0.0, 0.1], [0.1, 0.1, -0.1], [0.0, 0.0, -0.1], [0.0, 0.1, -0.1], [-0.2, -0.2, 0.0], [0.1, 0.0, 0.1], [-0.1, 0.0, 0.0], [0.1, 0.0, 0.0], [0.1, 0.0, 0.1], [-0.1, 0.0, -0.1]]
}

# 2
{
  "formula": "CF2NO2",
  "method": "ωB97M-V/def2-TZVPD",
  "fmax_ha_per_bohr": 0.0345,
  "charge": -1,
  "orbital_gap_ev": 8.565,
  "smiles": "O=C([O-])N(F)F",
  "lumo_energy_ev": 4.56,
  "energy_ha": -443.02618,
  "homo_ev": -4.0000,
  "symbols": ["O", "C", "O", "N", "F", "F"],
  "positions_angstrom": [[-1.359421, 0.279521, 1.010626], [-0.960116, -0.004881, -0.082801], [-1.278901, -0.119090, -1.240519], [0.755904, -0.416492, 0.147026], [1.431569, -0.036446, -1.013765], [1.410964, 0.297387, 1.179435]],
  "forces_ev_per_angstrom": [[-0.9, 0.0, 0.7], [1.6, 0.7, 0.1], [0.1, -0.3, 0.1], [-0.9, -1.4, -0.3], [0.4, 0.5, -0.2], [-0.4, 0.5, -0.4]]
}

# 3
{
  "formula": "C3H5NO3",
  "method": "ωB97M-V/def2-TZVPD",
  "fmax_ha_per_bohr": 0.0275,
  "orbital_gap_ev": 9.088,
  "lumo_energy_ev": 0.74,
  "energy_ha": -397.71161,
  "homo_ev": -8.3478,
  "symbols": ["C", "N", "C", "C", "O", "O", "O", "H", "H", "H", "H", "H"],
  "positions_angstrom": [[-0.781302, -0.170130, 0.112149], [-1.110135, -0.505446, 1.359510], [0.341079, 1.327965, -0.964880], [0.381507, -0.656217, -0.549436], [-1.270283, 0.906870, -0.428753], [1.311761, -1.365970, 0.219164], [0.985625, 2.073988, -0.296216], [2.019789, -0.753838, 0.460675], [-0.611273, -1.256652, 1.809362], [-1.728933, 0.083662, 1.892482], [0.209017, 1.323213, -2.046632], [0.253149, -1.007445, -1.567425]],
  "forces_ev_per_angstrom": [[0.2, 1.2, 0.7], [-0.1, -0.1, -0.3], [0.8, -1.2, 0.1], [0.2, 0.9, -0.6], [-0.2, -0.6, 0.1], [-0.1, 0.2, -0.1], [-0.5, -0.2, 0.0], [-0.1, 0.0, 0.0], [-0.1, 0.0, -0.1], [0.1, 0.0, -0.1], [-0.2, 0.0, 0.1], [0.0, -0.1, 0.1]]
}

# 4
{
  "formula": "C8H6N2",
  "method": "ωB97M-V/def2-TZVPD",
  "fmax_ha_per_bohr": 0.0844,
  "orbital_gap_ev": 9.290,
  "smiles": "c1cnc2cccnc2c1",
  "lumo_energy_ev": -0.07,
  "energy_ha": -417.93357,
  "homo_ev": -9.3612,
  "symbols": ["C", "C", "N", "C", "C", "C", "C", "N", "C", "C", "H", "H", "H", "H", "H", "H"],
  "positions_angstrom": [[2.360851, -0.668998, 0.027184], [2.342386, 0.757937, -0.031660], [1.179558, 1.428723, -0.122927], [0.031832, 0.656056, -0.017406], [-1.241442, 1.343945, 0.156523], [-2.396621, 0.632704, 0.032023], [-2.290959, -0.755969, -0.103950], [-1.130082, -1.383070, 0.009216], [0.035857, -0.683291, -0.014547], [1.265377, -1.411723, 0.097099], [3.361833, -1.190987, 0.011443], [3.143638, 1.609775, -0.141726], [-1.299286, 2.427124, 0.357064], [-3.377134, 1.133827, -0.109295], [-3.178954, -1.398312, -0.296153], [1.193148, -2.497736, 0.147114]],
  "forces_ev_per_angstrom": [[4.3, 0.0, 0.2], [-1.7, 3.3, -1.3], [0.6, -1.6, 1.0], [-0.4, 4.3, 0.3], [0.7, 0.2, -0.4], [-0.7, 0.7, -0.6], [0.7, -1.4, 0.0], [-1.1, -0.5, -0.8], [-0.8, -3.0, 1.0], [-2.2, 0.1, -0.7], [-1.1, 0.8, 0.2], [-0.6, -2.8, 0.4], [0.4, -0.6, -0.4], [0.8, -0.4, 0.6], [0.7, 0.5, 0.4], [0.3, 0.3, 0.0]]
}